{"formula": "C40H110AsF6N10O10", "method": "ωB97M-V/def2-TZVPD", "symbols": ["As", "F", "F", "F", "F", "F", "F", "C", "C", "C", "O", "C", "N", "H", "H", "H", "H", "H", "H", "H", "H", "H", "H", "H", "C", "C", "C", "O", "C", "N", "H", "H", "H", "H", "H", "H", "H", "H", "H", "H", "H", "C", "C", "C", "O", "C", "N", "H", "H", "H", "H", "H", "H", "H", "H", "H", "H", "H", "C", "C", "C", "O", "C", "N", "H", "H", "H", "H", "H", "H", "H", "H", "H", "H", "H", "C", "C", "C", "O", "C", "N", "H", "H", "H", "H", "H", "H", "H", "H", "H", "H", "H", "C", "C", "C", "O", "C", "N", "H", "H", "H", "H", "H", "H", "H", "H", "H", "H", "H", "C", "C", "C", "O", "C", "N", "H", "H", "H", "H", "H", "H", "H", "H", "H", "H", "H", "C", "C", "C", "O", "C", "N", "H", "H", "H", "H", "H", "H", "H", "H", "H", "H", "H", "C", "C", "C", "O", "C", "N", "H", "H", "H", "H", "H", "H", "H", "H", "H", "H", "H", "C", "C", "C", "O", "C", "N", "H", "H", "H", "H", "H", "H", "H", "H", "H", "H", "H"], "coordinates": [[0.3459, 0.0175, 0.3247], [0.9634, 1.6960, 0.3503], [0.7314, -0.0149, -1.4332], [-0.4666, -1.6403, 0.1688], [0.0588, 0.0587, 2.0773], [-1.3199, 0.7027, 0.0267], [1.9650, -0.7090, 0.6630], [-2.0504, -2.8089, 3.2245], [-3.4138, -2.3926, 2.8400], [-4.3466, -3.6416, 2.8573], [-3.9515, -4.6873, 1.9509], [-4.1092, -4.2505, 0.6313], [-3.9406, -1.5476, 3.9201], [-1.3913, -1.9705, 2.9994], [-1.6874, -3.6128, 2.5842], [-1.9492, -3.0098, 4.2911], [-3.5464, -1.9441, 1.8555], [-5.3854, -3.3498, 2.7028], [-4.3536, -4.0600, 3.8638], [-3.2008, -3.7637, 0.2765], [-4.9215, -3.5389, 0.4833], [-4.3936, -5.1112, 0.0260], [-3.2573, -0.8260, 4.1003], [-4.7153, -1.0476, 3.5079], [0.8312, 6.5326, -4.7142], [0.4247, 7.3227, -3.4466], [0.3929, 6.5087, -2.1598], [-0.6434, 5.5237, -2.2016], [-0.6411, 4.6329, -1.0918], [1.4391, 8.3708, -3.2194], [0.8141, 7.0138, -5.6921], [0.1296, 5.7158, -4.8837], [1.8471, 6.1563, -4.5940], [-0.5258, 7.8353, -3.5941], [0.2600, 7.1097, -1.2603], [1.3655, 6.0287, -2.0512], [-0.9394, 5.1560, -0.1833], [0.2580, 4.0194, -1.0344], [-1.4789, 3.9408, -1.1772], [1.3932, 8.8458, -2.3293], [2.3606, 8.0029, -3.4084], [0.5207, -5.1399, -3.2872], [-0.3760, -4.1939, -2.3899], [-0.4979, -4.7139, -0.9913], [0.7944, -4.9634, -0.3962], [0.6602, -5.3255, 0.9834], [0.2204, -2.8343, -2.5264], [1.5686, -5.2113, -2.9955], [0.6023, -4.7487, -4.3013], [0.2127, -6.1827, -3.2114], [-1.3824, -4.3066, -2.7931], [-1.1790, -5.5570, -0.8761], [-1.0131, -3.9944, -0.3549], [-0.0493, -6.1480, 1.0738], [0.3412, -4.4001, 1.4630], [1.5701, -5.7645, 1.3926], [1.1523, -3.0274, -2.1882], [-0.1477, -2.1750, -1.8557], [-3.6539, -0.6623, -1.7365], [-3.7206, -1.3487, -3.1135], [-5.0560, -2.1348, -3.2917], [-5.1831, -3.2104, -2.3333], [-6.5303, -3.4814, -2.0257], [-3.5596, -0.3102, -4.1681], [-2.6622, -0.2639, -1.5221], [-3.9793, -1.2425, -0.8730], [-4.3869, 0.1444, -1.7447], [-2.8409, -1.9917, -3.0864], [-5.0458, -2.5500, -4.2995], [-5.9231, -1.4763, -3.3430], [-6.5927, -4.3670, -1.3932], [-7.1968, -3.6818, -2.8645], [-6.9743, -2.6850, -1.4285], [-4.1361, 0.4927, -3.9603], [-3.8102, -0.6937, -5.0682], [-4.1362, 2.4034, -0.0822], [-3.9302, 2.4805, 1.4291], [-2.6263, 3.2551, 1.8202], [-2.4749, 3.3206, 3.2044], [-1.4588, 4.2195, 3.7322], [-5.1246, 3.1672, 1.9470], [-4.4227, 3.3260, -0.5869], [-4.9674, 1.7513, -0.3504], [-3.2071, 2.0653, -0.5410], [-3.9960, 1.4298, 1.7117], [-2.6883, 4.2437, 1.3651], [-1.7526, 2.7214, 1.4461], [-1.4751, 4.2618, 4.8213], [-1.7267, 5.2263, 3.4117], [-0.4666, 3.8717, 3.4447], [-5.2466, 3.9092, 1.2727], [-4.8591, 3.6377, 2.8004], [3.8911, 0.6395, -1.6358], [3.9758, -0.0020, -3.0011], [5.2894, -0.7523, -3.2858], [5.1531, -1.5281, -4.4526], [6.3951, -1.9129, -4.9902], [2.8650, -0.8721, -3.2863], [3.8148, -0.0280, -0.7775], [2.9927, 1.2565, -1.6215], [4.7124, 1.3469, -1.5213], [3.9338, 0.7333, -3.8046], [5.4315, -1.4704, -2.4782], [6.1593, -0.0958, -3.2680], [6.7560, -2.7538, -4.3980], [7.1002, -1.0839, -4.9297], [6.3242, -2.2828, -6.0131], [2.1066, -0.3517, -2.8693], [2.9485, -1.5771, -2.5678], [0.3311, 2.4023, -3.5252], [-0.8403, 1.5786, -4.1045], [-1.0230, 1.5789, -5.6385], [-1.0643, 2.8978, -6.1795], [-1.0755, 2.9463, -7.5619], [-0.8703, 0.1833, -3.6784], [0.5140, 2.1094, -2.4913], [0.2096, 3.4821, -3.6105], [1.2679, 2.1227, -4.0071], [-1.6461, 2.1639, -3.6616], [-1.9157, 1.0372, -5.9513], [-0.1891, 1.0342, -6.0814], [-1.4297, 3.9104, -7.9267], [-1.7979, 2.2277, -7.9490], [-0.0464, 2.7977, -7.8889], [-0.5624, 0.0385, -2.7275], [-1.8319, -0.1176, -3.7486], [0.0617, 0.9990, 5.2696], [-1.3938, 0.3703, 5.2338], [-2.1865, 0.9019, 6.4457], [-1.7195, 0.5189, 7.6960], [-1.8837, -0.8943, 7.9336], [-2.0577, 0.7247, 3.9866], [0.4926, 1.0065, 6.2708], [0.0517, 2.0537, 4.9948], [0.7068, 0.5093, 4.5402], [-1.2488, -0.7081, 5.1693], [-3.2485, 0.6610, 6.4005], [-2.1284, 1.9896, 6.4862], [-1.2829, -1.5933, 7.3519], [-2.9319, -1.1869, 7.8730], [-1.6251, -1.1898, 8.9505], [-1.4565, 0.5327, 3.1981], [-2.4236, 1.6660, 3.9706], [4.1505, -3.4479, 0.8946], [4.0654, -3.4642, -0.6053], [4.1456, -4.8832, -1.1445], [5.3584, -5.5031, -0.6798], [5.3402, -6.8762, -0.9411], [2.7918, -2.9092, -0.9650], [3.7281, -2.5382, 1.3212], [5.1836, -3.5023, 1.2380], [3.5876, -4.2667, 1.3426], [4.8439, -2.8772, -1.0926], [4.0252, -4.8617, -2.2276], [3.3501, -5.5023, -0.7296], [5.2378, -7.0501, -2.0122], [4.6282, -7.4539, -0.3516], [6.3374, -7.2300, -0.6793], [2.1568, -3.6820, -0.8247], [2.5025, -2.2576, -0.2496], [3.9368, 1.8597, 7.0183], [4.8215, 2.6750, 6.1344], [4.1138, 3.0264, 4.8038], [3.7218, 1.9216, 4.0333], [3.0468, 2.2860, 2.8006], [5.3831, 3.9170, 6.7507], [3.3420, 1.1507, 6.4424], [3.2469, 2.4469, 7.6243], [4.5071, 1.1857, 7.6575], [5.6545, 1.9951, 5.9555], [4.8391, 3.5240, 4.1599], [3.2437, 3.6579, 4.9830], [2.2155, 2.9573, 3.0160], [2.7593, 1.4159, 2.2102], [3.6593, 2.9132, 2.1529], [4.5957, 4.3856, 7.1756], [5.7362, 4.5626, 6.0589]], "forces_ev_per_angstrom": [[-0.794, -0.257, -0.370], [0.821, 1.815, 0.217], [0.411, -0.055, -1.761], [-0.522, -1.499, -0.008], [-0.465, 0.131, 2.551], [-1.454, 0.838, -0.313], [1.913, -0.657, 0.549], [1.590, 0.666, -0.995], [-2.203, -1.499, 1.122], [0.719, -0.226, 0.262], [-0.816, 0.761, 0.851], [0.024, -0.188, -0.667], [-0.552, -0.293, -0.462], [0.330, 0.076, 0.054], [-0.008, -0.249, 0.285], [-0.295, -0.357, -0.029], [0.725, 0.258, -0.142], [-0.275, 0.133, -0.510], [0.392, -0.122, 0.045], [0.077, -0.104, -0.303], [-0.205, 0.240, 0.331], [0.416, -0.107, -0.211], [0.220, 0.546, -0.052], [-0.358, 0.317, 0.237], [-0.596, -0.395, 0.412], [0.746, 0.875, 0.029], [-0.840, -1.666, -0.369], [0.305, 0.277, -0.134], [-0.816, -0.097, -0.198], [-0.062, 0.344, -1.008], [-0.038, 0.947, 0.375], [0.213, -0.402, 0.433], [-0.022, -0.334, 0.133], [-0.191, -0.184, -0.062], [-0.114, 0.551, -0.009], [0.292, -0.272, 0.007], [0.772, 0.344, 0.415], [0.164, 0.261, 0.324], [0.053, -0.160, -0.657], [0.015, -0.301, 0.062], [0.088, 0.109, 0.315], [-0.018, 0.324, 0.670], [1.443, -0.271, -1.169], [0.243, 0.413, 1.537], [-0.371, -1.085, -0.137], [-0.290, 0.269, -1.003], [-0.704, -1.794, -0.152], [0.076, 0.502, 0.619], [-0.584, -0.190, -0.097], [-0.496, -0.048, -0.419], [-0.244, 0.577, -0.242], [0.309, -0.906, -0.426], [0.146, 0.712, -0.051], [-0.584, 0.170, 0.122], [-0.032, -0.314, 0.753], [0.415, 0.603, -0.246], [0.458, 0.773, -0.358], [-0.341, 0.053, 0.282], [-0.632, 0.447, -0.325], [-0.695, 0.440, 1.236], [1.261, -0.490, -0.211], [-0.469, 0.778, -0.743], [-0.103, -0.242, 0.726], [-0.832, -1.150, 0.591], [-0.095, 0.048, 0.019], [0.274, -0.628, -0.272], [0.070, 0.444, -0.091], [-0.148, -0.475, -0.720], [0.115, -0.482, -0.278], [-0.111, 0.344, 0.793], [0.373, -0.120, -0.009], [0.214, 0.133, -0.535], [-0.050, 0.381, -0.040], [-0.162, 0.073, -0.017], [-0.013, 0.093, -0.209], [0.666, 0.026, -0.468], [-0.406, 0.549, -0.512], [0.071, -1.454, -1.006], [-0.233, 1.316, 2.137], [-1.053, -0.636, -0.800], [0.176, 0.132, 0.102], [0.242, 0.653, 0.350], [0.192, -0.380, 0.318], [-0.112, -0.313, -0.167], [0.760, 0.107, 0.723], [-0.016, 0.362, -0.051], [0.081, -0.026, -0.609], [-0.422, -0.553, 0.030], [0.495, 0.182, -0.370], [0.072, 0.287, -0.359], [-0.464, 0.401, 0.037], [-0.101, -0.021, 0.458], [0.222, 0.929, -0.266], [0.928, -0.257, -1.323], [-0.993, -0.703, 1.170], [0.347, 0.638, -1.349], [-0.303, -0.294, 0.757], [-0.095, 0.016, 0.558], [0.134, -0.217, -0.200], [-0.159, -0.091, 0.151], [0.351, 0.034, 0.336], [0.085, 0.764, 0.137], [0.247, -0.091, 0.522], [0.149, 0.264, -0.412], [0.547, -0.149, 0.172], [0.293, 0.030, -0.171], [-0.421, 0.283, -0.082], [-0.963, -0.011, -0.431], [-0.211, -1.004, 0.023], [0.865, -1.064, -0.721], [-0.284, 0.653, 0.576], [0.860, 0.304, 0.236], [-0.487, 0.621, 1.183], [0.000, -0.057, 0.116], [0.339, 0.422, -0.548], [-0.430, 0.118, 0.161], [-0.247, -0.103, -0.063], [0.248, 0.034, -0.327], [-1.031, -0.068, -0.174], [-0.361, -0.083, 0.256], [0.369, -0.124, -0.006], [0.139, 0.299, 0.304], [0.218, -0.476, -0.405], [-0.023, -0.344, -0.722], [0.406, 0.269, -0.003], [0.318, -0.009, -0.197], [-0.671, -0.172, 0.192], [1.581, 1.517, -0.542], [-0.344, -0.045, -0.844], [0.857, -2.074, 1.307], [-0.260, 0.111, 0.616], [-0.753, -0.551, 0.968], [0.147, -0.486, 0.128], [-0.388, 0.130, -0.212], [0.029, -0.114, 0.141], [-0.240, -0.183, 0.708], [-0.295, -0.258, -0.447], [0.110, 0.188, -0.414], [0.056, 0.490, -0.716], [-0.235, 0.100, -0.526], [0.273, 0.836, 0.337], [0.230, 0.170, -0.328], [0.376, -0.053, -0.108], [1.033, 0.136, 0.988], [-0.049, -0.186, 0.208], [0.347, -0.032, 0.844], [-0.458, 0.368, -0.482], [1.255, 0.163, -0.158], [-0.413, -0.653, -0.642], [0.022, 0.176, -0.214], [0.111, -0.235, 0.182], [-0.021, -0.209, -0.100], [0.374, 0.045, 0.259], [0.381, -0.215, -0.291], [-0.559, 0.197, -0.007], [-0.400, -0.266, -0.166], [-0.437, 0.139, -0.030], [0.071, -0.184, 0.102], [-0.574, -0.039, -0.039], [-0.133, 0.678, -0.078], [-0.572, -0.610, 0.830], [0.454, 0.235, -1.183], [0.592, -0.455, -0.701], [-0.542, -0.737, -0.371], [0.435, 0.501, 0.538], [-0.792, -0.985, 0.372], [-0.116, 0.303, -0.398], [-0.048, 0.103, 0.081], [0.169, 0.371, 0.405], [0.259, 0.276, -0.615], [0.192, 0.891, 0.165], [-0.129, 0.414, 0.223], [-0.559, -0.400, 0.184], [-0.160, -0.079, 0.525], [0.712, -0.052, -0.009], [-0.090, 0.281, 0.239], [0.083, -0.162, -0.336]], "total_charge": -2, "energy_ev": -155780.646, "spin_multiplicity": 2, "e_homo_ev": [1.17, -3.24], "homo_lumo_gap_ev": [2.7536, 7.1543], "lumo_energy_ev": [3.927, 3.910]}